Density functional theory data (ωB97M-V with the def2-TZVPD basis set) for one molecule with the formula C3H4N4O in a non-equilibrium geometry.

The geometry in XYZ format:
```
12
Properties=species:S:1:pos:R:3
N 1.78 -1.21 -0.16
N 0.53 -0.62 -0.03
N -0.47 -1.43 -0.09
N -1.70 -1.00 -0.09
C -1.86 0.37 -0.07
C -0.82 1.25 -0.02
C 0.52 0.76 -0.11
O 1.62 1.36 -0.07
H 1.84 -2.04 0.47
H 2.42 -0.41 0.16
H -2.90 0.65 0.05
H -0.97 2.30 -0.05
```

Calculated values
Spin multiplicity   1
Energy above the lowest of the compared OMol25 structures with the same formula, charge and spin   64.6 kcal/mol
SMILES string   Nn1nnccc1=O
Orbital gap   9.34 eV

=====

Density functional theory data (ωB97M-V with the def2-TZVPD basis set) for one molecule with the formula C3H4N4O in a non-equilibrium geometry.

The geometry in XYZ format:
```
12
Properties=species:S:1:pos:R:3
C -2.38 0.27 0.22
C -1.39 -0.61 -0.05
N -0.12 -0.08 -0.27
N 0.12 1.23 -0.21
N 1.41 1.41 -0.04
C 1.88 0.14 -0.03
O 3.25 -0.15 0.19
N 0.96 -0.80 -0.18
H -3.47 0.05 0.50
H -2.18 1.35 0.05
H -1.48 -1.70 -0.20
H 3.40 -1.10 0.01
```

Calculated values
Spin multiplicity   1
Energy above the lowest of the compared OMol25 structures with the same formula, charge and spin   65.1 kcal/mol
SMILES string   C=Cn1nnc(O)n1
Orbital gap   9.58 eV

=====

Density functional theory data (ωB97M-V with the def2-TZVPD basis set) for one molecule with the formula C3H4N4O in a non-equilibrium geometry.

The geometry in XYZ format:
```
12
Properties=species:S:1:pos:R:3
C -1.54 0.68 -0.09
N -0.20 0.11 0.01
N 0.88 0.87 0.04
C 1.99 0.30 -0.08
N 2.01 -1.06 -0.03
N 0.95 -1.81 0.01
C -0.21 -1.16 -0.10
O -1.30 -1.71 0.03
H -1.34 1.75 -0.23
H -2.12 0.16 -0.72
H -1.98 0.70 1.04
H 2.86 1.15 0.11
```

Calculated values
Spin multiplicity   1
Energy above the lowest of the compared OMol25 structures with the same formula, charge and spin   104.0 kcal/mol
SMILES string   Cn1ncnnc1=O
Orbital gap   8.42 eV

=====

Density functional theory data (ωB97M-V with the def2-TZVPD basis set) for one molecule with the formula C3H4N4O in a non-equilibrium geometry.

The geometry in XYZ format:
```
12
Properties=species:S:1:pos:R:3
C 1.37 -1.06 0.15
O 1.98 0.05 -0.36
N 1.22 1.15 0.21
C -0.10 0.62 0.16
N -1.29 1.13 -0.02
N -2.05 0.04 -0.02
N -1.37 -1.12 -0.12
C -0.07 -0.80 0.18
H 1.35 -1.64 -0.78
H 1.74 -1.62 1.10
H 1.36 2.01 -0.40
H -3.08 -0.21 -0.33
```

Calculated values
Spin multiplicity   1
Energy above the lowest of the compared OMol25 structures with the same formula, charge and spin   122.5 kcal/mol
SMILES string   C1ONc2n[nH]nc21
Orbital gap   9.71 eV

=====

Density functional theory data (ωB97M-V with the def2-TZVPD basis set) for one molecule with the formula C3H4N4O in a non-equilibrium geometry.

The geometry in XYZ format:
```
12
Properties=species:S:1:pos:R:3
H -3.23 -0.79 0.39
N -2.88 0.27 0.08
C -1.59 0.05 -0.03
N -0.98 -1.27 0.07
N 0.18 -0.98 -0.06
C 0.61 0.41 -0.25
C 1.95 0.63 0.27
O 2.95 -0.25 0.00
N -0.62 1.12 -0.22
H 2.30 1.48 0.37
H 2.79 -1.27 -0.18
H -1.08 2.08 0.43
```

Calculated values
Spin multiplicity   1
Energy above the lowest of the compared OMol25 structures with the same formula, charge and spin   134.4 kcal/mol
SMILES string   [H]/N=C1N=N/C(=C\O)N\1
Orbital gap   7.79 eV

=====

Density functional theory data (ωB97M-V with the def2-TZVPD basis set) for a 2-piece molecular cluster, C3H4N4O overall in a non-equilibrium geometry.

The geometry in XYZ format:
```
12
Properties=species:S:1:pos:R:3
C -0.31 -1.16 1.10
C 0.32 1.47 -1.17
C 1.90 1.20 -0.89
H -0.96 -0.28 2.90
H -0.56 -2.42 1.24
H -0.72 -2.29 -0.74
H -1.50 0.54 -0.99
N -0.44 -0.14 1.85
N -0.21 -0.85 -0.27
N -0.48 0.31 -0.86
N 2.93 1.18 -0.39
O 0.04 2.42 -1.79
```

Calculated values
Spin multiplicity   1
Energy above the lowest of the compared OMol25 structures with the same formula, charge and spin   157.8 kcal/mol
Orbital gap   8.51 eV

=====

Density functional theory data (ωB97M-V with the def2-TZVPD basis set) for one molecule with the formula C3H4N4O2 in a non-equilibrium geometry.

The geometry in XYZ format:
```
13
Properties=species:S:1:pos:R:3
N -2.44 -0.78 0.30
C -1.30 -0.13 0.04
N -1.19 1.22 0.05
N 0.09 1.44 -0.44
C 0.71 0.29 -0.10
C 2.18 0.15 0.06
O 2.94 1.08 0.00
O 2.59 -1.12 0.11
N -0.12 -0.76 -0.13
H -3.30 -0.25 0.30
H -2.47 -1.78 0.14
H 0.49 2.36 -0.37
H 1.82 -1.71 0.05
```

Calculated values
Spin multiplicity   1
Energy above the lowest of the compared OMol25 structures with the same formula, charge and spin   0.7 kcal/mol
SMILES string   Nc1n[nH]c(C(=O)O)n1
Orbital gap   8.77 eV

=====

Density functional theory data (ωB97M-V with the def2-TZVPD basis set) for one molecule with the formula C3H4N4O2 in a non-equilibrium geometry.

The geometry in XYZ format:
```
13
Properties=species:S:1:pos:R:3
C 1.37 -0.19 -0.78
C 0.04 -0.11 -0.22
N -0.67 -1.40 0.02
O 0.08 -2.33 -0.05
O -1.81 -1.40 0.24
N -0.78 0.95 -0.53
C -1.16 1.60 0.47
N -0.68 1.06 1.68
N 0.07 0.14 1.57
H 2.04 0.61 -0.24
H 1.52 0.00 -1.94
H 1.82 -1.29 -0.62
H -1.83 2.36 0.39
```

Calculated values
Spin multiplicity   1
Energy above the lowest of the compared OMol25 structures with the same formula, charge and spin   132.1 kcal/mol
SMILES string   C[C@]1([N+](=O)[O-])N=CN=N1
Orbital gap   8.84 eV

=====

Density functional theory data (ωB97M-V with the def2-TZVPD basis set) for one molecule with the formula C3H4N4O2 in a non-equilibrium geometry.

The geometry in XYZ format:
```
13
Properties=species:S:1:pos:R:3
C 3.43 -0.07 0.35
N 2.38 -0.40 -0.27
O 1.36 0.53 0.01
C 0.09 0.17 -0.13
N -0.33 -1.09 -0.14
N -1.76 -1.31 -0.12
C -2.54 -0.35 0.25
O -2.05 0.91 0.40
N -0.84 1.11 -0.52
H 3.55 0.67 1.15
H 4.32 -0.65 0.13
H -3.67 -0.40 0.64
H -0.59 2.27 -0.64
```

Calculated values
Spin multiplicity   1
Energy above the lowest of the compared OMol25 structures with the same formula, charge and spin   155.8 kcal/mol
SMILES string   C=NOC1=NN=CON1
Orbital gap   8.90 eV

=====

Density functional theory data (ωB97M-V with the def2-TZVPD basis set) for a 2-piece molecular cluster, C3H4N4OS overall in a non-equilibrium geometry.

The geometry in XYZ format:
```
13
Properties=species:S:1:pos:R:3
C 0.10 0.40 0.65
C 2.59 2.22 -1.52
C -0.33 -0.64 -0.28
N 0.18 1.36 1.38
N 1.94 1.25 -1.21
N 0.08 2.11 2.32
N -1.26 -1.55 0.15
O 0.10 -0.67 -1.47
S 3.20 3.62 -1.52
H 1.19 0.65 -1.49
H 0.68 2.86 2.22
H -1.46 -1.95 1.07
H -1.47 -2.27 -0.54
```

Calculated values
Spin multiplicity   1
Energy above the lowest of the compared OMol25 structures with the same formula, charge and spin   48.6 kcal/mol
Orbital gap   9.16 eV

=====

Density functional theory data (ωB97M-V with the def2-TZVPD basis set) for one molecule with the formula C3H4N4S in a non-equilibrium geometry.

The geometry in XYZ format:
```
12
Properties=species:S:1:pos:R:3
C 0.20 -0.16 -1.54
C 1.89 -1.30 0.31
C -1.34 1.01 1.42
N 1.14 -1.05 -1.86
N 1.79 -1.55 -0.88
N -0.10 0.00 -0.27
N -0.95 0.82 0.18
S 2.36 -1.57 1.75
H -0.33 0.18 -2.52
H -1.30 0.22 2.18
H -1.76 1.93 1.61
H -1.60 1.48 -0.37
```

Calculated values
Spin multiplicity   1
Energy above the lowest of the compared OMol25 structures with the same formula, charge and spin   102.9 kcal/mol
Orbital gap (spin up / spin down)   6.78 / 6.77 eV

=====

Density functional theory data (ωB97M-V with the def2-TZVPD basis set) for one molecule with the formula C3H4N4S in a non-equilibrium geometry.

The geometry in XYZ format:
```
12
Properties=species:S:1:pos:R:3
H -0.86 -2.65 0.03
N -1.60 -1.97 0.09
C -1.00 -0.86 0.08
C -1.58 0.54 -0.06
N -0.83 1.47 -0.12
C 0.51 0.96 0.01
N 1.66 1.42 0.16
H 1.65 2.52 0.05
N 0.38 -0.49 0.09
S 1.71 -1.40 -0.09
H -2.60 0.83 -0.23
H 2.57 -0.35 0.00
```

Calculated values
Spin multiplicity   1
Energy above the lowest of the compared OMol25 structures with the same formula, charge and spin   28.3 kcal/mol
SMILES string   [H]/N=C1C=N/C(=N\[H])N/1S
Orbital gap   8.04 eV

=====

> The highest energy above the lowest of the compared OMol25 structures with the same formula, charge and spin belongs to which entry?

number 6

=====

> Number 11 is which compound?

C3H4N4S

=====

> Look up the energy above the lowest of the compared OMol25 structures with the same formula, charge and spin of the seventh one.

0.7 kcal/mol